Here is a cluster of 2 separate species, C3H11N2O2 in total from OMol25. Energies are from wB97M-V/def2-TZVPD.

XYZ file:
```
18
Properties=species:S:1:pos:R:3:forces:R:3
O 0.904889 1.356825 -1.795767 -0.687 -1.123 -0.277
O -0.442615 -0.825818 -1.450980 0.539 -0.955 2.403
N 0.197926 -2.648658 -0.270044 0.159 1.429 0.695
N -0.969366 0.847030 0.754248 2.821 -1.943 1.129
C 0.145625 -1.243863 -0.351693 -0.040 -2.753 -5.787
C -0.536341 -0.521887 0.916043 -3.482 4.631 3.274
C 0.015715 1.943759 0.900699 0.493 -0.429 1.103
H -0.238490 -3.163775 -1.025987 -0.027 0.062 0.132
H 0.318719 0.534029 -1.814798 0.802 1.713 -0.249
H 1.044834 1.508439 0.757991 -1.103 0.678 -0.605
H 0.121299 -0.550539 1.782363 0.867 -0.334 -0.552
H -0.278006 2.788288 0.259795 0.513 -0.541 0.025
H -1.423193 -1.088532 1.190520 0.062 -0.368 -0.595
H 0.955855 1.639402 -2.717046 0.126 0.048 0.136
H 0.820748 -3.138563 0.356415 -0.034 0.046 -0.001
H 0.116095 2.342999 1.958512 -0.750 -0.551 -0.804
H 1.191917 -0.842078 -0.341977 -0.040 0.540 0.646
H -1.945615 1.062948 0.891713 -0.219 -0.150 -0.671
```
Positions in Å, forces in eV/Å.

Values from the calculation:
Electronic energy = -380.4629 Ha
Total charge = +1
HOMO energy = -14.422 eV
Kohn-Sham gap = 5.9 eV
Lowest unoccupied orbital energy = -8.5 eV
Relative energy (zero: lowest compared OMol25 entry of this formula, charge and spin) = 157.5 kcal/mol

---

Here is a cluster of 2 separate species, C3H11N2O2 in total from OMol25. Energies are from wB97M-V/def2-TZVPD.

XYZ file:
```
18
Properties=species:S:1:pos:R:3:forces:R:3
O 2.203392 1.809313 0.229935 0.015 0.031 0.250
O 0.611249 -0.103618 -1.674435 0.006 0.231 -0.105
N -0.195988 -1.813572 -0.443200 0.273 -0.965 0.380
N -0.533534 1.836877 -0.448585 -0.254 -0.733 0.450
C -0.065811 -0.524148 -0.758101 0.107 0.000 -0.211
C -0.997326 0.456527 -0.031993 0.790 0.350 -0.302
C -0.574783 -2.358639 0.847787 -1.076 -0.087 0.271
H -0.976929 2.042761 -1.338258 0.384 0.282 -0.241
H -1.944735 0.258039 -0.501390 -0.724 0.136 0.375
H -0.764302 2.572491 0.226182 -0.004 -0.267 -0.134
H 0.217426 -2.394013 1.566775 0.837 -0.003 0.212
H 0.501253 1.751141 -0.532672 -0.003 0.365 -0.186
H -1.369295 -1.794449 1.331223 -0.177 0.121 -0.245
H -0.961179 -3.370888 0.733538 0.057 0.083 -0.178
H 2.614588 1.510652 1.056045 -0.063 0.157 -0.368
H 0.330120 -2.475096 -1.007556 0.020 0.517 -0.123
H 2.907771 2.199159 -0.303433 -0.011 -0.133 0.108
H -1.001919 0.397456 1.048132 -0.178 -0.086 0.047
```
Positions in Å, forces in eV/Å.

Values from the calculation:
Electronic energy = -380.6747 Ha
Total charge = +1
HOMO energy = -13.834 eV
Kohn-Sham gap = 10.6 eV
Lowest unoccupied orbital energy = -3.3 eV
Relative energy (zero: lowest compared OMol25 entry of this formula, charge and spin) = 24.6 kcal/mol